# 1
{
  "formula": "H2IO2PS",
  "method": "ωB97M-V with the def2-TZVPD basis set",
  "symbols": ["O", "P", "O", "S", "I", "H", "H"],
  "positions_angstrom": [[-1.255116, 0.766806, -0.124214], [0.262213, -0.360166, 0.119307], [1.345929, 0.578800, -0.610693], [0.656003, -0.735362, 2.024594], [-0.017752, -2.013272, -1.625447], [-1.788608, 0.374445, 0.633717], [0.797332, 1.388750, -0.417265]],
  "forces_ev_per_a": [[2.57, -3.47, 1.87], [-1.69, 1.16, 0.98], [-1.90, 0.82, 0.75], [-0.77, 0.06, -2.22], [-0.09, 0.07, 0.55], [0.55, 1.00, -1.20], [1.32, 0.35, -0.73]],
  "nbo_charge": [-0.95, 1.37, -0.96, -0.45, -0.01, 0.49, 0.51],
  "spin_multiplicity": 1,
  "charge": 0
}


# 2
{
  "formula": "C22H25FN2O5",
  "method": "ωB97M-V with the def2-TZVPD basis set",
  "symbols": ["C", "O", "C", "C", "C", "N", "C", "O", "C", "C", "C", "O", "N", "C", "C", "C", "C", "C", "C", "F", "C", "C", "C", "C", "C", "O", "C", "C", "O", "C", "H", "H", "H", "H", "H", "H", "H", "H", "H", "H", "H", "H", "H", "H", "H", "H", "H", "H", "H", "H", "H", "H", "H", "H", "H"],
  "positions_angstrom": [[0.854836, 4.668349, -3.564320], [1.682465, 3.557047, -3.795125], [1.672909, 2.525042, -2.891583], [0.923979, 2.553900, -1.720341], [0.975229, 1.500754, -0.816554], [0.198417, 1.619216, 0.347797], [0.053569, 0.748341, 1.375450], [0.608643, -0.323822, 1.469626], [-0.890616, 1.288402, 2.463528], [-2.274382, 1.674523, 1.923601], [-3.250934, 0.692164, 2.562210], [-4.436539, 0.616212, 2.323957], [-2.571981, -0.067566, 3.437952], [-3.160363, -1.200319, 4.111919], [-3.528807, -2.318140, 3.118920], [-2.365417, -2.646860, 2.227709], [-1.340185, -3.473289, 2.672128], [-0.245920, -3.740342, 1.870325], [-0.188056, -3.164470, 0.615797], [0.870892, -3.433148, -0.179620], [-1.187461, -2.335373, 0.145141], [-2.274114, -2.081153, 0.961529], [-1.159863, 0.209719, 3.523687], [1.774524, 0.396515, -1.072136], [2.518594, 0.350134, -2.242438], [3.330880, -0.676199, -2.589178], [3.476196, -1.752479, -1.689834], [2.471510, 1.408864, -3.172729], [3.276810, 1.249124, -4.264987], [2.903431, 1.822142, -5.497714], [-0.202056, 4.385394, -3.518556], [1.011250, 5.328176, -4.416619], [1.133085, 5.197161, -2.646610], [0.304225, 3.407123, -1.493761], [-0.307431, 2.491785, 0.415860], [-0.389316, 2.151284, 2.910951], [-2.355732, 1.578429, 0.839956], [-2.566381, 2.689903, 2.195384], [-4.067751, -0.870684, 4.627341], [-2.439776, -1.561332, 4.847569], [-3.841343, -3.195970, 3.686358], [-4.368146, -1.971000, 2.516185], [-1.399544, -3.916271, 3.656028], [0.555316, -4.380050, 2.204917], [-1.104728, -1.897929, -0.837456], [-3.066845, -1.436456, 0.611024], [-0.570464, -0.686311, 3.295003], [-0.904252, 0.552308, 4.533028], [1.798496, -0.410084, -0.362412], [3.869897, -1.418153, -0.725437], [4.191570, -2.426249, -2.158200], [2.532830, -2.279867, -1.531814], [1.845742, 1.652437, -5.716190], [3.512602, 1.314877, -6.245997], [3.107683, 2.894899, -5.527306]],
  "forces_ev_per_a": [[-0.13, 0.19, 0.04], [0.25, -0.49, 0.18], [0.12, -0.13, -0.10], [-0.09, 0.06, 0.08], [0.30, -0.05, -0.38], [-0.10, 0.39, -0.20], [-0.26, 0.22, 0.49], [0.24, -0.07, -0.09], [0.10, -0.20, 0.01], [-0.14, 0.04, 0.03], [0.26, 0.37, -0.05], [-0.44, -0.08, -0.14], [0.12, -0.04, 0.08], [-0.42, -0.10, -0.07], [0.12, 0.17, 0.12], [-0.15, -0.09, 0.05], [-0.08, 0.10, -0.11], [0.18, 0.03, -0.21], [-0.25, -0.02, 0.07], [0.01, 0.04, 0.04], [0.21, -0.19, -0.07], [0.06, -0.10, 0.07], [0.44, -0.09, 0.19], [0.04, -0.23, 0.14], [-0.03, 0.35, -0.34], [-0.12, 0.35, -0.12], [0.00, -0.20, 0.16], [0.09, -0.19, -0.11], [0.00, 0.14, 0.48], [0.01, 0.14, -0.42], [0.05, 0.00, 0.01], [-0.05, 0.00, 0.08], [-0.03, -0.03, -0.03], [-0.06, 0.12, -0.01], [0.04, -0.21, 0.07], [-0.03, -0.07, -0.03], [-0.05, 0.03, 0.02], [-0.06, -0.04, -0.04], [0.11, -0.06, 0.06], [-0.05, 0.04, 0.00], [-0.07, -0.01, -0.01], [-0.02, -0.06, 0.06], [-0.01, -0.07, 0.11], [0.09, -0.07, 0.00], [0.04, 0.04, -0.11], [-0.13, 0.07, -0.05], [-0.08, 0.16, 0.09], [0.03, -0.01, -0.08], [0.04, -0.07, 0.02], [-0.02, 0.00, -0.02], [-0.04, 0.02, 0.06], [0.02, 0.04, 0.01], [0.02, 0.00, 0.02], [-0.07, 0.02, 0.01], [-0.03, -0.15, -0.04]],
  "nbo_charge": [-0.25, -0.50, 0.26, -0.35, 0.17, -0.60, 0.70, -0.61, -0.32, -0.51, 0.69, -0.63, -0.43, -0.20, -0.43, -0.06, -0.20, -0.27, 0.41, -0.33, -0.29, -0.15, -0.21, -0.36, 0.30, -0.48, -0.26, 0.24, -0.50, -0.24, 0.18, 0.20, 0.18, 0.21, 0.40, 0.23, 0.24, 0.24, 0.22, 0.20, 0.22, 0.24, 0.21, 0.23, 0.23, 0.21, 0.24, 0.19, 0.26, 0.18, 0.20, 0.19, 0.17, 0.19, 0.18],
  "spin_multiplicity": 1,
  "charge": 0
}


# 3
{
  "formula": "C29H22Cl2F9N5O6PbS",
  "method": "ωB97M-V with the def2-TZVPD basis set",
  "symbols": ["Pb", "O", "C", "O", "C", "C", "C", "C", "C", "O", "C", "C", "O", "O", "H", "H", "H", "H", "H", "H", "H", "H", "Cl", "C", "C", "C", "C", "C", "Cl", "C", "S", "H", "H", "H", "C", "C", "N", "C", "C", "N", "C", "N", "N", "N", "C", "C", "C", "C", "C", "C", "H", "H", "H", "H", "H", "H", "H", "H", "H", "H", "H", "F", "C", "F", "F", "C", "O", "C", "F", "F", "F", "C", "F", "F", "F"],
  "positions_angstrom": [[0.506818, 0.898236, 0.057884], [-0.226549, -0.009944, 3.632158], [-0.844659, -0.797715, 2.988169], [-2.050130, -0.474847, 2.421102], [-0.450727, -2.214244, 2.616143], [0.877798, -2.211247, 1.855748], [1.251599, -3.635694, 1.444001], [0.259609, -3.894172, 0.279758], [-0.559239, -2.601636, 0.273027], [0.456587, -1.625076, 0.604066], [-1.462089, -2.592345, 1.524021], [-2.505356, -1.493893, 1.578537], [-3.580885, -1.458744, 1.084431], [-1.488837, 0.004551, -0.509479], [-0.445839, -2.839909, 3.507552], [1.662025, -1.611578, 2.305491], [1.143979, -4.337761, 2.269722], [2.283055, -3.666128, 1.098897], [-0.368519, -4.771068, 0.430071], [0.786817, -4.008317, -0.665206], [-1.053797, -2.323731, -0.648997], [-1.966196, -3.547794, 1.655552], [-1.733875, 3.272311, -0.533366], [-3.335100, 2.646886, -0.225251], [-4.184589, 3.475551, 0.485196], [-5.507464, 3.100639, 0.651432], [-5.967954, 1.920200, 0.094661], [-5.090694, 1.094538, -0.588755], [-5.740649, -0.351569, -1.288646], [-3.735840, 1.411442, -0.745110], [-2.639915, 0.317218, -1.594211], [-3.813814, 4.412243, 0.876391], [-6.185188, 3.739743, 1.200941], [-7.002197, 1.623289, 0.194881], [1.403773, 3.594347, -2.236562], [0.852693, 2.394935, -2.915956], [0.527354, 1.255963, -2.343517], [0.105942, 0.403653, -3.335765], [0.161218, 1.045364, -4.526230], [0.630297, 2.314955, -4.250845], [0.613415, 3.440427, -5.162380], [-0.274396, 4.469753, -4.680876], [0.200445, 5.723316, -4.478747], [-0.693824, 6.433691, -3.916386], [-1.808572, 5.647890, -3.702152], [-3.030473, 5.949310, -3.090414], [-3.944316, 4.929366, -2.984591], [-3.663036, 3.633384, -3.468723], [-2.469471, 3.321276, -4.074224], [-1.545761, 4.367954, -4.184972], [1.937279, 3.277224, -1.342700], [0.622097, 4.311891, -1.977273], [2.119814, 4.108570, -2.877532], [-0.215242, -0.599201, -3.121501], [-0.091732, 0.736007, -5.524988], [0.293606, 3.063218, -6.133608], [1.593723, 3.902308, -5.261630], [-3.229947, 6.942916, -2.713751], [-4.899273, 5.110284, -2.509026], [-4.407071, 2.856812, -3.341324], [-2.253771, 2.317237, -4.408388], [5.235455, -1.716209, -0.434623], [4.046560, -1.136212, -0.236266], [3.793101, -1.181681, 1.084364], [3.121298, -1.908748, -0.824277], [3.957010, 0.329961, -0.757640], [2.695411, 0.763593, -0.733039], [4.853259, 1.244755, 0.137628], [4.282220, 1.430162, 1.332543], [4.985941, 2.455104, -0.426366], [6.083353, 0.759622, 0.349411], [4.487844, 0.375967, -2.229795], [3.916611, -0.586150, -2.969166], [5.815704, 0.224237, -2.331051], [4.175744, 1.542600, -2.807929]],
  "forces_ev_per_a": [[0.06, 0.22, -0.07], [0.04, -0.04, 0.05], [-0.14, 0.07, -0.15], [-0.02, -0.12, -0.03], [0.02, 0.03, 0.06], [0.00, -0.01, -0.02], [0.05, 0.01, -0.03], [-0.04, -0.03, 0.03], [0.02, -0.02, -0.04], [-0.06, 0.04, 0.02], [-0.04, -0.04, 0.10], [0.09, 0.10, -0.10], [0.09, -0.01, 0.12], [0.05, -0.02, -0.09], [0.00, -0.02, -0.02], [0.02, 0.02, 0.00], [-0.01, 0.00, 0.01], [-0.02, -0.01, 0.02], [0.01, -0.01, 0.00], [0.00, 0.02, 0.00], [-0.01, 0.02, 0.00], [0.01, 0.01, -0.01], [0.04, -0.15, 0.06], [0.01, 0.00, -0.02], [-0.02, -0.02, 0.00], [0.01, 0.01, 0.00], [-0.01, 0.02, 0.02], [0.00, -0.02, -0.01], [0.00, 0.00, 0.00], [0.01, 0.05, 0.02], [0.08, 0.01, 0.01], [0.01, 0.00, 0.00], [0.00, 0.00, 0.00], [0.00, 0.00, 0.00], [0.03, 0.05, -0.02], [-0.04, -0.10, 0.01], [0.00, 0.12, -0.04], [-0.02, 0.02, 0.00], [-0.08, -0.02, -0.01], [0.05, 0.08, 0.01], [-0.05, -0.01, -0.02], [-0.09, -0.08, 0.03], [0.11, -0.01, -0.03], [-0.04, 0.07, 0.00], [-0.02, -0.05, 0.01], [0.04, 0.00, 0.00], [-0.02, -0.01, 0.00], [-0.05, 0.01, -0.01], [0.07, 0.05, -0.01], [0.01, -0.01, -0.01], [0.01, 0.00, 0.05], [-0.02, -0.02, 0.02], [0.00, 0.00, 0.01], [0.00, -0.05, 0.01], [0.01, -0.01, 0.00], [0.00, 0.02, 0.01], [0.02, 0.00, 0.01], [0.00, 0.01, 0.00], [0.00, 0.00, 0.00], [0.01, 0.01, -0.01], [0.00, -0.04, -0.01], [0.03, 0.00, -0.03], [-0.02, -0.08, -0.12], [0.01, 0.01, 0.09], [0.03, 0.03, 0.01], [-0.06, -0.02, -0.02], [-0.11, -0.06, 0.10], [-0.03, 0.05, -0.04], [-0.02, 0.01, 0.02], [0.01, -0.01, 0.00], [0.04, -0.03, 0.02], [0.02, 0.01, -0.04], [-0.02, -0.03, 0.02], [0.04, 0.00, 0.04], [-0.05, 0.03, 0.03]],
  "lowdin_charge": [1.49, 0.16, -0.42, 0.15, -0.08, -0.24, -0.07, -0.08, -0.22, -0.22, -0.07, -0.39, 0.16, -0.90, 0.18, 0.16, 0.12, 0.11, 0.12, 0.12, 0.15, 0.17, 0.71, -0.62, -0.11, -0.07, -0.11, -0.67, 0.69, -0.54, 0.83, 0.11, 0.11, 0.10, 0.01, -0.35, -0.01, -0.13, -0.05, -0.01, -0.06, -0.06, 0.05, 0.08, -0.24, -0.01, -0.08, -0.09, -0.01, -0.17, 0.07, 0.07, 0.09, 0.11, 0.12, 0.14, 0.14, 0.11, 0.11, 0.11, 0.10, 0.17, -0.54, 0.15, 0.15, -0.35, -0.32, -0.55, 0.16, 0.16, 0.17, -0.54, 0.16, 0.16, 0.16],
  "spin_multiplicity": 1,
  "charge": 0
}


HOMO level readings, ordered: -9.725 -7.671 -7.483 eV
Frontier orbital gap readings, ordered: 8.8 8.1 7.8 eV